Record 1
Molecular formula: C22H50N3OP3Pm
Method: DFT, ωB97M-V/def2-TZVPD

Geometry as XYZ:
```
80
Properties=species:S:1:pos:R:3:forces:R:3
C -3.610 -2.672 -7.409 0.245 -0.059 0.166
C 2.805 2.720 1.125 0.304 0.764 -0.442
H 1.045 2.348 3.511 0.104 -0.049 0.057
P 2.123 1.194 1.699 1.814 0.580 1.381
H 1.592 -2.389 0.785 0.202 0.579 -0.441
H 1.474 -2.399 5.613 -0.664 0.556 -0.358
C 0.430 2.909 -1.970 0.507 0.208 -0.201
C -2.590 0.082 5.903 -0.219 -0.232 0.587
H -3.337 -0.131 2.820 0.064 0.160 0.073
H 3.947 -0.172 0.844 0.042 0.064 0.215
H 3.902 0.668 -1.132 0.024 -0.005 -0.192
H -0.682 3.752 0.703 -0.149 0.058 -0.114
C -3.103 0.663 3.538 0.415 -0.025 0.165
C -1.371 -1.603 -6.109 -0.502 0.046 -0.157
C 0.458 -0.157 6.257 -0.250 0.078 0.193
H 2.813 1.705 -2.076 0.128 -0.196 -0.063
C -1.988 1.476 -2.044 -0.469 -0.359 -0.217
H 3.619 2.970 1.808 0.067 0.289 -0.132
H 1.348 0.655 3.937 0.342 0.425 -0.085
H -2.263 2.936 0.652 0.082 0.095 -0.118
H -2.816 1.003 -1.503 0.029 0.164 -0.129
C 0.600 -2.030 1.030 -2.800 -5.395 -1.460
H -1.487 -2.094 0.388 0.212 0.649 0.091
H 1.594 -0.994 -3.802 -0.241 0.005 -0.146
H -2.734 1.051 -7.195 0.402 -0.173 0.161
H -4.481 -3.085 -7.914 0.223 0.085 0.114
C -1.422 3.286 0.044 -0.268 0.255 0.808
H -0.875 -3.634 -5.618 -0.124 0.046 -0.149
H -2.866 -4.603 -6.771 0.071 0.378 -0.020
C 1.098 -1.891 4.698 -0.865 0.554 -0.291
H -2.339 2.385 -2.537 -0.198 -0.152 -0.153
H 3.212 -0.886 2.295 0.156 0.197 0.013
N 0.022 -0.875 5.031 0.064 0.210 0.170
H -1.623 0.764 -2.790 -0.101 0.172 -0.001
C 2.636 -2.018 -1.389 0.322 -0.269 -0.063
H 1.551 0.009 6.269 -0.375 -0.105 -0.311
H -4.113 -0.627 -7.906 0.077 -0.118 0.028
H -0.190 3.693 -2.407 0.196 0.156 -0.147
P -0.688 1.977 -0.922 -1.210 2.133 -2.694
C 0.885 -0.612 -3.062 -0.221 -0.039 -0.223
H 3.328 -2.036 -0.541 0.021 -0.031 -0.219
H -4.044 0.956 4.041 0.755 -0.226 -0.017
H 0.356 -2.144 2.093 -0.120 0.497 -0.613
H 3.189 2.637 0.105 0.058 0.057 0.150
C -0.442 -1.996 0.064 1.642 -5.390 1.968
C 1.761 1.526 3.420 -0.144 0.096 0.551
H 1.929 -2.844 -1.284 0.125 0.037 -0.169
H 1.239 3.359 -1.385 -0.147 0.054 -0.131
H 2.045 3.508 1.151 0.183 -0.013 0.070
Pm 0.158 0.103 0.501 -2.420 4.106 3.811
C -2.282 -0.756 -6.754 -0.345 -0.824 -0.136
C 3.516 0.056 1.823 0.199 -0.364 -0.184
H 0.388 -0.551 2.935 -1.034 0.706 -0.526
H -3.526 -0.495 5.969 0.246 0.308 -0.314
N -0.574 -0.122 2.842 1.433 -1.288 -0.584
C -0.936 -0.272 4.112 2.171 -0.966 1.115
P 1.810 -0.428 -1.522 0.714 -0.226 -0.801
H -0.256 -2.361 -0.941 0.169 0.412 -0.170
H 1.994 -1.413 4.259 -0.227 -0.086 -0.049
H -1.889 -0.429 6.557 0.005 0.070 -0.191
H 2.706 1.795 3.874 0.175 0.279 0.314
H 0.477 0.342 -3.407 0.107 -0.207 -0.078
O -2.029 0.585 -6.712 -0.427 0.314 -0.123
C -2.702 -3.524 -6.766 0.001 0.137 0.024
N -2.098 0.148 4.519 -1.915 0.550 0.688
C -3.412 -1.295 -7.409 0.739 0.151 0.471
H 0.863 2.304 -2.768 -0.129 0.139 0.040
C -1.587 -2.982 -6.121 -0.265 0.094 -0.092
H -0.508 -1.166 -5.613 -0.049 -0.044 -0.165
H 3.190 -2.122 -2.322 0.181 -0.371 0.078
H 0.723 -2.691 4.053 -0.035 0.151 0.023
H -0.010 0.829 6.308 -0.013 -0.216 0.181
H -2.701 1.539 3.013 -0.092 -0.204 0.110
C 3.150 0.678 -1.924 0.475 0.316 -0.290
H 0.237 -0.756 7.158 -0.071 0.364 -0.323
H 0.057 -1.321 -2.940 0.192 0.097 -0.200
H -1.779 4.014 -0.686 -0.085 0.176 0.182
H 4.259 0.563 2.444 0.142 -0.251 -0.011
H -2.764 1.096 6.301 0.070 -0.391 -0.282
H 3.587 0.291 -2.847 0.283 0.261 -0.021
```
Forces are in eV/Å.

Its highest occupied orbital energy (spin up / spin down) is -13.8 / -13.8 eV. The expectation value of S² is 6.01. Its molar mass is 610.58 g/mol. The net charge is +3. As for the energy relative to the best compared isomer or geometry (same formula, charge and spin): 5.905 eV. Its spin multiplicity is 5. The total energy is -2739.0581 a.u. The largest force on an atom is 6.3 eV/A.

=====

Record 2
Molecular formula: C22H50N3OP3Y
Method: DFT, ωB97M-V/def2-TZVPD

Geometry as XYZ:
```
80
Properties=species:S:1:pos:R:3:forces:R:3
H -2.956 -1.799 -5.259 0.172 -0.211 0.190
H -1.656 -2.587 1.772 0.008 0.201 -0.181
H 3.085 0.027 3.525 -0.400 0.174 -0.045
C 3.281 1.396 -2.298 -0.110 0.292 0.122
P -0.979 2.708 -1.224 -0.723 1.486 -0.921
C 0.265 3.711 -2.123 0.534 -0.187 0.156
C -3.582 0.586 4.823 -0.677 -0.260 0.563
H -0.143 4.718 -2.290 0.035 -0.333 0.018
H 3.299 -4.042 0.617 -0.384 -0.026 0.143
H -0.069 1.096 2.370 -0.468 -0.353 0.148
P 2.074 0.379 1.329 1.225 0.056 0.676
H 2.132 -2.100 -1.584 0.136 0.122 -0.206
C -0.980 -2.139 -2.505 -0.497 -1.156 -1.826
C -2.202 -2.216 -4.589 -0.189 -0.307 -0.024
H -2.216 1.688 -3.070 -0.060 0.266 0.017
H 4.184 -0.684 1.891 -0.173 0.126 -0.302
C -1.875 0.446 3.063 -0.349 0.607 0.794
C -0.291 -3.316 -2.860 -0.120 0.791 0.150
H -2.038 -1.127 0.849 0.145 -0.648 0.619
C -1.443 -1.518 1.713 -0.248 0.079 0.373
C 1.339 -4.517 -0.065 0.592 0.129 0.660
H 0.100 -4.732 -4.427 -0.238 0.238 0.074
H 0.457 1.211 -3.909 0.163 -0.228 -0.174
H -3.168 0.045 5.685 -0.208 0.237 -0.282
N -1.070 1.130 2.102 0.338 0.154 0.265
C 1.144 0.358 -3.821 -0.359 0.231 0.017
C 3.564 -0.634 0.985 -0.033 -0.543 -0.261
H -1.768 -2.757 3.851 -0.020 0.221 0.099
C -2.315 2.610 -2.480 -0.094 -0.405 -0.060
Y -0.457 0.149 -0.148 2.088 -0.837 -2.397
C -2.035 -1.667 -3.324 1.022 -0.082 0.427
H -0.329 -1.431 1.603 -0.570 -0.167 0.029
O -0.554 -1.416 -1.466 -0.622 1.419 2.284
H -4.249 -0.068 4.247 0.238 0.286 0.134
H 2.636 -1.731 -3.252 0.064 0.098 0.293
C -2.201 -1.780 4.081 -0.287 -0.715 0.641
H 3.267 -1.657 0.718 0.178 0.298 0.009
P 1.843 0.273 -2.127 0.230 -0.254 -0.459
H 0.258 -4.479 0.109 0.417 -0.037 -0.065
H 3.698 -1.302 -1.875 -0.259 -0.037 -0.147
H 3.679 2.106 0.632 -0.313 0.015 0.155
N -2.523 1.146 3.984 0.633 -0.365 -1.021
C -1.420 -3.302 -4.999 0.054 0.049 -0.084
H 2.968 2.434 -2.128 0.220 -0.184 -0.100
H 2.937 2.483 2.216 0.037 -0.095 -0.346
H -1.207 2.786 4.351 -0.317 -0.103 -0.032
H 4.068 1.139 -1.579 -0.161 0.117 -0.205
H 0.522 3.265 -3.091 -0.081 0.063 0.264
H -2.600 3.174 3.282 -0.033 -0.235 0.265
H -3.282 -1.921 4.209 0.425 -0.046 0.000
C 2.220 -3.969 0.789 -0.590 -0.298 -0.688
C 2.657 -1.372 -2.214 -0.001 -0.252 0.268
H -3.290 2.598 -1.975 0.178 -0.032 -0.174
H -4.167 1.426 5.206 0.021 -0.280 -0.142
H 1.183 3.802 -1.528 -0.165 0.063 -0.169
H 1.678 -5.092 -0.935 -0.146 0.287 0.360
H -2.653 -0.843 -2.960 0.156 -0.049 -0.228
H 4.168 -0.209 0.174 -0.276 -0.123 0.172
H -1.241 2.130 1.995 -0.567 -0.151 0.281
H -2.703 3.730 0.175 0.199 0.075 -0.043
H -2.272 3.474 -3.158 -0.004 -0.205 0.243
H 2.022 2.761 0.713 0.260 -0.064 0.080
C -0.483 -3.860 -4.124 -0.339 -0.162 -0.123
H 1.449 -0.670 3.475 0.192 0.156 0.029
H 0.592 -0.561 -4.058 0.083 0.223 0.117
N -1.904 -0.886 2.962 0.473 0.477 -0.656
H -2.846 2.908 5.022 0.242 0.075 -0.238
C 2.057 0.196 3.171 -0.385 -0.185 0.204
C 2.743 2.093 1.207 -0.277 0.322 -0.098
H -1.559 -3.725 -5.998 0.074 0.180 0.407
H -1.750 -1.428 5.019 -0.117 -0.049 -0.435
H 1.887 -3.457 1.697 0.125 -0.168 -0.201
H -1.062 4.114 0.777 -0.102 0.157 -0.142
H 1.971 0.483 -4.536 -0.295 -0.062 0.189
C -1.680 3.997 -0.123 0.039 -0.101 0.426
H 0.412 -3.740 -2.143 -0.080 0.226 -0.433
C -2.270 2.585 4.153 0.331 0.495 0.111
H -1.704 4.962 -0.648 -0.061 -0.288 0.174
H 3.681 1.309 -3.318 0.005 0.012 0.338
H 1.670 1.098 3.670 0.063 -0.218 -0.078
```
Forces are in eV/Å.

Its highest occupied orbital energy is -15.0 eV. Its molar mass is 554.49 g/mol. The net charge is +3. The total energy is -2169.2690 a.u. The largest force on an atom is 3.3 eV/A.

=====

Record 3
Molecular formula: C22H50N3P3SeZr
Method: DFT, ωB97M-V/def2-TZVPD

Geometry as XYZ:
```
80
Properties=species:S:1:pos:R:3:forces:R:3
C -4.140 -0.010 0.417 0.339 -0.336 0.707
Zr -0.163 -0.748 -0.111 -0.556 2.147 3.240
H 2.403 1.063 2.058 -0.227 0.220 0.102
H 2.803 1.297 -2.060 0.347 0.199 0.311
C 1.857 -2.418 3.713 0.543 0.156 0.139
H -1.712 -2.428 -2.611 0.552 1.180 0.472
P 2.275 -0.706 -0.911 2.659 -0.254 -0.815
H -1.198 2.458 3.286 0.105 -0.220 -0.372
H -2.481 2.193 -2.109 -0.005 0.219 0.239
H 0.759 -3.686 5.545 -0.422 0.242 0.001
H 4.405 -1.575 -0.410 -0.250 -0.162 0.451
H -2.284 1.942 1.958 0.433 0.071 0.160
C -3.585 -0.545 -2.219 0.396 -0.234 -0.252
C 1.478 1.351 2.583 0.364 -0.566 -0.034
H 3.181 1.450 -0.283 0.196 -0.056 -0.460
C 2.597 -1.602 -2.465 -0.564 -0.065 -0.032
C -0.152 -0.852 -6.127 0.160 0.436 -0.217
H -0.391 -2.324 5.868 0.172 -0.487 -0.121
H 1.682 2.285 3.132 -0.276 -0.209 -0.327
P 0.076 1.520 1.394 0.156 1.697 1.256
H -3.806 0.014 1.470 -0.341 -0.008 -0.393
H -3.448 -1.295 3.734 0.295 -0.152 0.045
H 2.230 1.467 -8.197 -0.593 -0.409 0.366
C 1.538 0.822 -7.626 0.325 0.176 0.287
H 1.507 2.146 -5.904 -0.083 -0.406 -0.271
C -2.955 1.974 -1.146 0.683 0.115 -0.074
H -0.827 -1.457 -5.526 0.044 -0.162 -0.335
C -0.766 -2.344 -2.045 -0.425 -2.497 -0.198
H 1.285 0.554 3.321 -0.136 0.325 -0.294
C -0.692 -2.735 -0.728 -0.907 -1.411 -2.066
C -0.430 -2.232 2.862 0.334 -0.221 1.984
C -2.650 -2.892 1.903 0.042 -0.154 0.020
H -4.852 0.819 0.246 0.399 -0.417 0.041
H -0.163 -2.122 -7.848 0.061 0.009 -0.061
H 4.257 0.470 -1.371 -0.225 0.286 0.043
C 0.283 3.216 0.714 0.017 -0.082 -0.713
P -2.723 0.200 -0.769 -2.082 0.513 -0.521
H -1.479 -2.578 0.076 0.208 -0.610 -1.445
H -2.537 2.603 -0.353 -0.123 0.009 -0.254
Se -0.463 1.055 -4.008 -0.443 -0.530 0.695
H -0.562 3.451 0.050 0.225 -0.043 0.187
N 0.172 -1.839 1.723 0.421 0.432 -2.886
H 2.251 -3.387 3.341 -0.459 0.328 0.234
H 2.095 -1.103 -3.310 0.261 -0.232 0.168
C 3.229 0.805 -1.174 -0.696 0.532 -0.051
H -1.731 0.313 -4.234 0.383 0.334 0.180
H 0.176 -3.270 -0.346 0.313 0.263 -0.037
C -2.498 -1.732 4.074 -0.233 -0.113 0.877
H -4.030 2.168 -1.227 0.210 -0.103 -0.030
N 0.386 -2.451 3.917 -0.350 0.015 -1.653
H -3.183 -2.144 1.309 0.183 0.110 0.069
H -2.712 -2.519 4.809 -0.176 0.506 0.049
H 0.351 4.013 1.470 -0.071 -0.535 0.071
H -2.110 -3.570 1.246 0.076 -0.139 0.358
H 2.210 -1.632 3.018 -0.494 -0.242 0.524
H -1.585 0.733 3.031 0.232 0.300 -0.145
H -4.654 -0.964 0.196 0.265 0.441 0.260
N -1.792 -2.307 2.946 0.787 0.187 -0.793
C 3.470 -1.588 0.175 -0.687 -0.174 0.399
C 0.288 0.371 -5.590 0.776 -0.249 -1.297
H 1.121 -2.249 1.595 -0.732 0.345 0.432
H -1.886 -0.935 4.516 -0.259 -0.293 0.093
H -3.316 -0.024 -3.147 -0.086 -0.253 0.318
H 1.310 -0.602 -9.217 -0.123 -0.081 0.366
C -0.078 -3.096 5.146 -0.167 -0.245 0.411
C 0.222 -1.203 -7.428 -0.144 0.160 0.508
H 3.692 -1.581 -2.582 -0.405 -0.145 -0.177
H 1.192 3.265 0.097 -0.188 -0.042 0.171
H 0.140 -2.408 -2.654 -0.343 -0.153 0.077
H 3.598 -1.061 1.136 0.089 -0.288 -0.406
C 1.047 -0.362 -8.185 0.049 0.221 0.178
C -1.366 1.685 2.517 -0.633 -0.372 0.006
H 2.233 -2.635 -2.355 0.360 0.203 -0.265
C 1.172 1.189 -6.326 -0.188 0.158 0.113
H -0.914 -3.775 4.917 0.357 0.249 0.154
H 2.352 -2.218 4.668 -0.233 -0.078 -0.084
H -3.302 -1.600 -2.294 -0.491 0.266 -0.116
H -3.435 -3.510 2.346 0.169 0.073 0.310
H 3.128 -2.624 0.335 0.410 0.251 0.045
H -4.676 -0.471 -2.091 0.420 0.053 0.077
```
Forces are in eV/Å.

Its highest occupied orbital energy (spin up / spin down) is -18.0 / -18.0 eV. Its molar mass is 619.77 g/mol. The net charge is +4. As for the energy relative to the best compared isomer or geometry (same formula, charge and spin): 0.648 eV. The total energy is -4503.5147 a.u. The largest force on an atom is 3.9 eV/A.